# 1
13
Properties=species:S:1:pos:R:3 method="wB97M-V/def2-TZVPD" lumo_ev=0.79 gap_ev=9.90 e_homo_ev=-9.1 charge=0
C 1.383 0.666 0.932
C 0.152 0.843 0.131
C 0.014 0.253 -1.251
N -0.636 -0.271 -0.096
C -1.475 -1.260 0.070
O -1.750 -1.930 -0.938
H 1.155 0.651 2.003
H 2.049 1.501 0.700
H 1.885 -0.265 0.644
H -0.462 1.719 0.341
H -0.653 0.759 -1.955
H 0.106 -1.257 -1.698
H -1.769 -1.408 1.117

# 2
115
Properties=species:S:1:pos:R:3 method="wB97M-V/def2-TZVPD" lumo_ev=3.80 gap_ev=6.60 e_homo_ev=-2.8 charge=-2
Tl 0.089 0.117 0.279
C -1.527 4.014 -2.136
C -1.986 4.817 -1.105
C -2.435 4.215 0.058
C -2.425 2.825 0.143
N -1.991 2.049 -0.850
C -1.538 2.641 -1.952
C -2.875 2.141 1.393
C -3.732 2.770 2.295
C -4.095 2.098 3.449
C -3.600 0.826 3.679
C -2.757 0.264 2.726
N -2.412 0.912 1.613
C -2.138 -1.081 2.928
C -1.672 -1.465 4.179
C -1.013 -2.678 4.303
C -0.857 -3.466 3.176
C -1.369 -3.003 1.973
N -1.997 -1.839 1.839
H -1.120 4.436 -3.045
H -1.948 5.896 -1.180
H -2.722 4.820 0.906
H -1.134 1.986 -2.713
H -4.111 3.761 2.094
H -4.760 2.565 4.164
H -3.867 0.269 4.567
H -1.752 -0.796 5.025
H -0.578 -2.971 5.249
H -0.315 -4.401 3.213
H -1.249 -3.584 1.063
O 3.053 1.785 -2.776
C 2.043 1.969 -2.081
O 1.058 1.177 -1.976
C 1.872 3.367 -1.484
C 2.325 4.415 -2.225
C 2.114 5.744 -1.807
C 1.468 6.020 -0.626
C 1.029 4.971 0.164
C 1.208 3.578 -0.196
O 0.835 2.620 0.515
N 0.254 5.342 1.319
O -0.119 6.510 1.423
O -0.037 4.505 2.140
N 2.570 6.840 -2.626
O 3.109 6.582 -3.695
O 2.397 7.988 -2.231
H 2.848 4.209 -3.148
H 1.292 7.036 -0.316
C 0.251 1.647 3.971
Te 2.097 2.391 3.230
C 2.901 1.472 4.995
C 1.747 1.370 5.955
C 1.931 1.171 7.319
C 0.850 1.076 8.181
C -0.440 1.178 7.681
C -0.632 1.366 6.320
C 0.449 1.461 5.451
H 0.046 0.692 3.487
H -0.542 2.360 3.745
H 3.717 2.061 5.413
H 3.265 0.474 4.744
H 2.940 1.087 7.707
H 1.014 0.923 9.241
H -1.292 1.112 8.348
H -1.636 1.463 5.921
N 2.497 -2.398 1.016
C 2.182 -2.125 2.338
O 1.657 -1.046 2.633
C 2.467 -3.175 3.283
C 3.026 -4.395 2.865
N 3.473 -5.406 2.514
C 2.189 -2.991 4.649
N 1.962 -2.866 5.778
H 2.596 -1.588 0.426
H 3.127 -3.159 0.825
C 0.108 -5.422 -4.561
Si 0.833 -4.436 -3.125
C 0.384 -5.336 -1.534
C 2.705 -4.517 -3.331
Sb 0.294 -1.975 -2.708
Si -2.232 -2.148 -3.083
C -2.986 -0.495 -3.554
C -2.835 -3.395 -4.366
C -2.966 -2.665 -1.434
Si 1.089 -1.010 -4.928
C 2.948 -0.871 -4.850
C 0.613 -2.106 -6.392
C 0.344 0.688 -5.190
H 0.684 -6.351 -4.630
H 0.178 -4.904 -5.517
H -0.937 -5.686 -4.399
H 0.694 -6.384 -1.582
H -0.692 -5.309 -1.344
H 0.881 -4.872 -0.679
H 3.051 -5.548 -3.209
H 3.210 -3.898 -2.586
H 3.020 -4.168 -4.316
H -2.678 -0.158 -4.546
H -2.740 0.282 -2.831
H -4.074 -0.619 -3.559
H -2.329 -3.312 -5.328
H -3.905 -3.222 -4.526
H -2.714 -4.419 -4.009
H -2.615 -2.043 -0.608
H -2.710 -3.702 -1.198
H -4.058 -2.589 -1.468
H 3.424 -1.843 -4.702
H 3.226 -0.200 -4.032
H 3.323 -0.442 -5.785
H 1.173 -3.043 -6.376
H 0.849 -1.590 -7.328
H -0.451 -2.351 -6.399
H 0.694 1.354 -4.402
H -0.747 0.673 -5.173
H 0.669 1.081 -6.159

# 3
111
Properties=species:S:1:pos:R:3 method="wB97M-V/def2-TZVPD" lumo_ev=1.76 gap_ev=6.63 e_homo_ev=-4.9 charge=-1
C 2.865 1.355 1.330
C 3.281 0.180 0.484
O 4.196 -0.539 0.789
O 2.587 -0.039 -0.668
C 1.166 -0.205 -0.468
C 0.740 -1.543 -1.051
C 0.638 -1.550 -2.583
C -0.294 -0.485 -3.151
C -1.769 -0.808 -2.831
C -2.690 0.374 -3.167
P -4.176 0.764 -2.026
S -2.936 0.403 -0.128
C -4.851 -1.015 -2.087
C -5.121 -1.763 -0.777
C -4.045 -2.787 -0.404
C -4.158 -3.248 1.062
N -4.803 -4.591 1.153
C -6.266 -4.464 1.035
C -4.478 -5.104 2.456
C -5.228 -4.631 3.684
O -3.612 -5.935 2.580
C -3.596 2.623 -1.914
C -4.275 3.517 -0.878
C -3.502 4.863 -0.739
C -4.212 6.020 -1.443
C -3.406 5.212 0.768
N -5.726 1.166 -0.938
C -6.737 1.436 -1.460
S -8.080 1.729 -2.296
H 3.679 2.075 1.374
H 1.964 1.807 0.926
H 2.633 0.964 2.317
H 0.624 0.612 -0.936
H 0.897 -0.204 0.586
H 1.498 -2.262 -0.742
H -0.212 -1.826 -0.612
H 1.628 -1.529 -3.035
H 0.224 -2.526 -2.846
H -0.212 -0.540 -4.237
H -0.034 0.526 -2.849
H -2.006 -1.639 -3.498
H -1.814 -1.212 -1.823
H -2.075 1.256 -3.329
H -3.125 0.189 -4.149
H -4.953 1.111 -3.193
H -3.822 0.720 0.825
H -5.813 -0.932 -2.593
H -4.270 -1.681 -2.726
H -6.010 -2.376 -0.961
H -5.393 -1.124 0.058
H -4.112 -3.641 -1.075
H -3.055 -2.357 -0.526
H -3.171 -3.277 1.517
H -4.757 -2.508 1.601
H -6.717 -5.344 1.493
H -6.662 -3.587 1.552
H -6.579 -4.455 -0.002
H -5.678 -3.649 3.559
H -6.020 -5.334 3.930
H -4.538 -4.594 4.518
H -3.647 3.051 -2.916
H -2.569 2.540 -1.572
H -5.266 3.768 -1.251
H -4.284 3.066 0.106
H -2.479 4.763 -1.098
H -5.274 6.017 -1.207
H -3.827 6.968 -1.068
H -4.068 5.978 -2.520
H -4.315 4.871 1.262
H -3.305 6.281 0.940
H -2.582 4.671 1.231
C 6.804 0.549 -1.279
S 8.461 1.178 -1.016
O 9.032 1.530 -2.345
C 9.183 -0.394 -0.527
H 6.184 1.372 -1.630
H 6.819 -0.242 -2.028
H 6.406 0.172 -0.337
H 9.053 -1.121 -1.328
H 8.701 -0.743 0.387
H 10.244 -0.233 -0.343
C -3.567 -9.353 -1.999
S -4.448 -7.861 -1.507
O -4.346 -6.905 -2.641
C -3.273 -7.343 -0.257
H -4.121 -9.819 -2.812
H -2.566 -9.091 -2.341
H -3.515 -10.039 -1.153
H -2.288 -7.216 -0.709
H -3.235 -8.090 0.536
H -3.616 -6.397 0.153
C 9.873 4.281 1.169
S 10.762 3.278 2.365
O 10.370 3.752 3.720
C 12.389 3.961 2.017
H 8.816 4.037 1.250
H 10.027 5.337 1.391
H 10.222 4.044 0.164
H 12.378 5.038 2.183
H 12.661 3.737 0.985
H 13.100 3.491 2.693
C 2.819 4.614 4.141
S 4.394 4.850 3.307
O 4.452 3.855 2.204
C 5.418 4.212 4.640
H 2.030 4.913 3.455
H 2.696 3.563 4.404
H 2.784 5.239 5.033
H 5.124 3.188 4.870
H 5.307 4.849 5.517
H 6.454 4.229 4.305

# 4
15
Properties=species:S:1:pos:R:3 method="wB97M-V/def2-TZVPD" lumo_ev=0.89 gap_ev=8.64 e_homo_ev=-7.7 smiles=Nc1ncn2c1CC2 charge=0
C -1.440 -0.116 -0.060
C -0.298 1.791 0.014
C 1.932 0.277 -0.068
C 1.352 -1.155 -0.004
C -0.128 -0.488 -0.173
H -2.600 -1.620 0.629
H -3.411 -0.132 0.025
H 0.001 2.800 -0.092
H 2.400 0.199 -1.020
H 2.743 0.649 0.657
H 1.769 -1.775 -0.718
H 1.301 -1.648 0.986
N -2.682 -0.821 -0.139
N -1.513 1.335 -0.048
N 0.575 0.704 0.012

# 5
22
Properties=species:S:1:pos:R:3 method="wB97M-V/def2-TZVPD" lumo_ev=-2.79 gap_ev=11.45 e_homo_ev=-14.2 smiles=CC[N@H+](C)CCN charge=+1
N -1.615 -1.158 -1.185
C -0.259 -1.092 -1.711
C 0.712 -1.076 -0.504
N 0.103 -0.126 0.536
C -0.181 1.289 0.069
C 0.382 2.437 0.874
C 0.853 -0.276 1.828
H -0.800 -0.576 0.734
H -2.187 -1.029 -2.012
H -1.833 -2.087 -0.847
H 0.027 -1.939 -2.368
H -0.182 -0.236 -2.357
H 1.720 -0.670 -0.589
H 0.743 -2.064 -0.074
H -1.260 1.398 0.096
H 0.199 1.276 -0.954
H 1.426 2.317 1.287
H 0.673 3.205 0.151
H -0.227 2.746 1.693
H 1.032 -1.315 2.043
H 0.154 0.245 2.548
H 1.885 0.094 1.791